Record 1
Molecular formula: C40H40BaF5N4OPTe
Method: DFT, the ωB97M-V functional and the def2-TZVPD basis

E_HOMO = -7.5 eV
DFT total energy = -2976.8248 Ha
Multiplicity = 1
Gap between HOMO and LUMO = 7.38 eV

```
93
Properties=species:S:1:pos:R:3:forces:R:3
Ba 0.31155 1.03661 0.55138 0.048 -0.149 -0.141
Te -2.99348 1.95089 0.29714 0.118 -0.003 -0.151
P 0.21286 -1.54607 -2.11021 0.050 0.006 0.019
F -3.55427 2.88335 1.85225 -0.013 0.034 0.053
F -4.87696 1.53311 0.44481 -0.002 0.011 -0.021
F -3.47846 3.48038 -0.70361 0.001 -0.013 -0.012
F -1.11410 2.07178 -1.27450 0.054 -0.083 0.143
F -1.42621 3.09751 0.84453 -0.042 -0.027 0.046
O -2.13041 0.62554 1.21094 0.063 0.044 0.010
N 1.40426 3.71890 0.19462 -0.062 0.051 -0.013
N 2.65562 -0.68322 1.45206 -0.003 0.030 0.027
N -0.08234 0.27939 3.39027 -0.003 -0.009 -0.011
N 1.57347 2.41980 2.90406 0.041 0.017 0.001
C 0.97436 0.29790 -4.08110 0.019 0.004 0.042
C 2.27848 -1.92234 1.12087 -0.019 -0.009 0.015
C 1.75331 -5.27895 -2.08934 0.014 0.032 0.000
C 1.42077 1.20505 -2.96567 -0.025 0.031 -0.019
C 0.01395 -1.75273 -4.91626 -0.007 -0.020 0.035
C 0.20694 -1.33543 -6.22218 0.007 0.025 -0.013
C -0.84316 -0.80271 3.58659 0.044 0.021 -0.016
C 0.17016 5.55566 -0.71989 -0.010 0.017 -0.010
C -0.54404 1.45550 3.80981 -0.029 -0.003 0.016
C 0.76368 4.30727 -0.81449 0.014 -0.038 -0.032
C 0.77800 -0.09554 -6.46466 -0.021 -0.025 0.006
C -2.18874 -3.76528 -2.98231 -0.007 0.006 -0.010
C 1.51480 -3.91575 -2.02476 -0.045 -0.039 -0.016
C -2.05646 -1.80605 -0.42626 0.034 -0.012 -0.009
C 3.15824 -1.49533 3.63615 0.003 -0.004 -0.008
C 0.37479 -0.94736 -3.83579 0.002 -0.012 0.014
C 1.46332 4.37227 1.36175 0.031 -0.027 0.008
C 2.19778 3.68009 2.47901 -0.011 -0.024 -0.026
C 2.50553 1.72831 3.80786 -0.023 -0.021 0.021
C -2.56532 0.47377 4.60459 -0.018 -0.019 0.001
C 2.30283 -2.99396 1.99402 0.005 -0.005 0.008
C 0.89640 5.62023 1.54597 -0.009 0.030 0.019
C -3.50263 -1.63732 -0.28596 -0.063 0.003 -0.022
C 1.15820 0.70412 -5.40001 0.003 0.020 -0.021
C 0.23469 6.22266 0.48585 -0.004 0.007 0.013
C 3.10392 -0.47236 2.69185 0.019 0.000 0.033
C -2.10335 -0.00659 -2.06177 0.003 0.015 0.004
C -3.36131 0.49301 -1.47112 -0.008 -0.038 0.095
C -2.07956 -0.75951 4.19350 -0.021 -0.009 0.008
C -1.78529 1.59555 4.41901 0.026 0.020 -0.008
C -0.54094 -5.60262 -2.69568 -0.025 0.008 -0.006
C -1.36280 -2.58972 0.41230 -0.035 -0.002 -0.019
C 3.56538 0.91334 3.05985 -0.017 -0.003 -0.029
C 2.74729 -2.76831 3.28848 -0.001 0.007 -0.008
C -1.46735 -1.08691 -1.57388 -0.064 -0.001 0.044
C 0.29746 2.69173 3.56646 0.002 -0.012 -0.006
C 0.70940 -6.12858 -2.41689 0.006 -0.020 -0.003
C 0.25325 -3.37332 -2.29076 0.012 0.028 -0.022
C -4.13271 -0.58863 -0.81599 0.034 0.018 -0.014
C -0.79818 -4.23299 -2.64820 0.031 -0.006 0.020
H -2.20316 -2.76797 -3.41564 -0.006 -0.001 0.003
H 2.99562 2.46713 4.45886 0.003 0.001 -0.006
H -0.28697 3.36188 2.92899 -0.012 0.013 0.010
H 4.44911 0.82137 3.69490 -0.009 0.013 0.012
H -0.40468 -2.73365 -4.73588 0.002 0.015 -0.012
H 3.20586 3.45058 2.12933 0.000 0.012 0.007
H 0.96154 6.10569 2.51104 -0.002 -0.006 0.002
H 2.74188 -5.66974 -1.88529 -0.002 0.002 -0.002
H 2.78202 -3.57408 4.01065 -0.001 0.004 -0.001
H -0.29971 -2.76417 0.30901 0.008 0.013 -0.001
H 1.97886 2.05265 -3.36384 -0.003 0.000 0.002
H -5.19692 -0.46122 -0.69446 -0.003 0.004 0.004
H -3.54866 0.55989 5.04721 -0.003 0.000 0.002
H 1.62004 1.66571 -5.59034 -0.004 0.002 0.000
H 0.93905 0.24370 -7.47985 -0.003 0.002 -0.003
H 3.52567 -1.28540 4.63276 0.000 0.008 -0.003
H -0.43447 -1.73861 3.21998 -0.008 0.000 -0.001
H 1.93536 1.05976 4.44993 0.008 0.010 0.005
H 0.45632 3.21115 4.52579 -0.015 0.017 -0.007
H -2.66159 -1.66270 4.31247 0.000 -0.001 -0.004
H -3.94079 1.13567 -2.12752 0.018 0.001 -0.023
H 0.69469 3.74334 -1.73445 -0.009 0.006 0.003
H -1.69530 0.53254 -2.90486 -0.012 0.010 0.005
H -0.35362 5.97018 -1.56888 -0.001 -0.011 -0.009
H 0.55221 1.59592 -2.42563 0.000 0.001 -0.001
H 0.86869 -7.19832 -2.46660 -0.003 0.003 -0.002
H -1.34956 -6.27057 -2.96999 -0.001 0.002 0.000
H -4.04581 -2.38303 0.28306 0.005 -0.007 -0.004
H -0.23347 7.19011 0.61027 -0.003 0.004 -0.001
H 2.07221 0.67517 -2.26470 -0.003 -0.014 -0.003
H 1.98325 -3.97278 1.66211 -0.004 0.007 -0.004
H -2.14320 2.57740 4.69947 0.002 0.004 -0.002
H -1.86651 -3.09671 1.22644 -0.001 0.005 0.001
H 1.93299 -2.04872 0.10096 -0.011 -0.002 -0.010
H 3.87476 1.43231 2.15138 -0.010 0.000 -0.002
H -0.07982 -1.97984 -7.04293 -0.004 0.004 -0.003
H -2.81104 -3.73125 -2.08639 -0.002 0.002 0.003
H 2.29599 4.36445 3.33490 -0.005 0.007 0.006
H -2.65408 -4.45606 -3.68600 -0.006 0.003 0.001
H 2.33070 -3.24792 -1.77089 0.000 0.014 0.006
```
Forces are in eV/Å.

=====

Record 2
Molecular formula: C40H40F5I2N4OSSn
Method: DFT, the ωB97M-V functional and the def2-TZVPD basis

Total charge = +1
E_HOMO = -10.1 eV
DFT total energy = -3549.4983 Ha
Multiplicity = 1
Gap between HOMO and LUMO = 5.95 eV

```
94
Properties=species:S:1:pos:R:3:forces:R:3
I 0.04581 7.23169 0.33666 -0.018 -0.048 -0.004
I -0.14810 2.50136 -3.36829 -0.035 -0.068 0.056
Sn 1.27870 -0.44187 0.08991 0.100 -0.430 0.123
S -1.16149 -0.04401 2.30490 -0.328 -0.065 0.032
F -4.60237 4.70056 2.20968 -0.072 0.088 -0.007
F -3.09402 0.86972 4.40206 0.022 -0.042 0.043
F -4.62454 3.07252 4.36736 0.009 0.004 -0.001
F -3.08974 4.09966 0.05164 0.071 0.201 -0.072
F -1.57631 1.87137 0.05685 0.099 0.016 -0.064
O 1.48526 1.31946 -0.91016 -0.131 -0.039 -0.505
N 1.72873 1.19618 1.91584 0.173 0.437 0.254
N 3.62605 -0.67721 1.33734 0.111 0.013 0.087
N -1.22678 -1.18532 -0.71089 -0.332 0.046 -0.110
N 1.26316 -1.20575 -2.20955 0.307 0.094 -0.234
C 5.12706 -2.02686 3.24185 0.038 -0.060 0.006
C -1.36381 -2.69904 1.58026 -0.103 -0.090 -0.005
C 2.47410 2.37497 1.42935 0.124 -0.037 -0.062
C -3.07469 1.64369 3.32320 0.035 0.014 -0.048
C 4.57863 -1.55031 0.98119 0.236 0.152 -0.005
C -3.57660 -0.42692 -0.47950 0.006 -0.071 0.049
C -4.59929 -1.07206 1.68835 -0.075 0.016 -0.015
C 1.62316 3.19580 0.51264 0.015 0.146 0.198
C 1.18610 2.59097 -0.66565 -0.069 -0.095 0.014
C 0.11080 -1.65888 -4.16532 0.096 0.022 -0.140
C -2.27383 1.31677 2.23317 0.085 0.168 0.143
C -3.43726 -1.43510 2.22284 0.027 -0.037 0.047
C -4.61547 -0.59577 -2.77508 0.055 0.020 0.010
C 0.13009 4.68711 -1.30174 0.022 -0.087 0.063
C 3.41973 -0.46540 2.63658 0.061 0.048 0.123
C -4.37221 1.64855 -1.67790 0.156 0.104 0.058
C 2.12045 -1.33114 -3.20157 -0.133 -0.113 0.080
C 1.43242 -1.59442 -4.45154 -0.075 -0.035 -0.032
C 1.28501 4.51003 0.80046 0.034 0.061 0.028
C -3.75678 0.25366 -1.82726 -0.096 -0.025 -0.034
C 0.45378 3.36672 -1.57073 0.023 -0.076 -0.115
C 4.15528 -1.12137 3.61958 -0.037 0.048 -0.011
C -3.86311 2.77836 3.32107 -0.051 0.025 0.043
C -0.86749 -3.03294 2.98623 -0.083 0.028 -0.050
C -3.85525 3.61427 2.21653 0.003 -0.035 -0.002
C -3.07433 3.30840 1.11351 -0.018 0.001 0.141
C 3.62315 -1.30597 -3.01600 -0.022 0.030 0.012
C -1.17054 -1.38899 -2.05967 -0.179 0.081 0.143
C -2.30087 2.16682 1.13422 0.025 -0.052 0.063
C -2.23285 -3.83732 1.03885 0.007 0.024 -0.029
C -4.64198 -0.52820 0.34886 0.016 -0.041 0.005
C 4.33040 -1.58139 -4.34461 -0.005 0.029 -0.008
C -2.30201 -0.97051 -0.01134 0.064 -0.197 -0.274
C 5.34952 -2.24636 1.88895 -0.025 0.036 0.093
C -0.01091 -1.40956 -2.75353 -0.028 0.067 -0.045
C -2.16158 -1.35953 1.46065 0.062 -0.104 0.165
C 0.53767 5.25173 -0.10161 -0.011 0.053 0.031
C 3.99766 -2.40766 -2.01351 -0.274 -0.084 -0.295
C 2.36161 0.54004 3.05132 0.201 -0.105 -0.023
C 4.08162 0.05882 -2.48107 -0.063 -0.019 -0.069
H -5.34768 1.61238 -1.18805 0.013 0.009 -0.031
H 5.40964 -1.57238 -4.18717 -0.007 -0.010 -0.009
H 2.84031 2.98442 2.26219 -0.079 -0.014 0.043
H 6.10608 -2.93924 1.54686 -0.019 0.026 -0.008
H -5.51543 -1.12753 2.26215 0.012 0.004 -0.022
H 3.72561 -3.39478 -2.39192 0.017 0.007 -0.024
H 3.69635 0.87609 -3.09371 0.028 -0.028 0.012
H -3.71817 2.31648 -1.10859 -0.217 -0.226 -0.256
H 4.05945 -2.55700 -4.75286 -0.003 0.029 0.006
H 3.96473 -0.91442 4.66590 -0.004 0.004 -0.034
H 1.59870 0.03765 3.64937 -0.027 -0.066 -0.038
H 3.34556 2.00569 0.88092 0.016 -0.004 0.057
H 5.17303 0.10148 -2.48964 -0.019 0.005 0.021
H 3.74061 0.23104 -1.46145 -0.034 0.038 0.068
H 5.70936 -2.55197 3.98808 -0.016 0.017 -0.002
H 3.48582 -2.26128 -1.06021 -0.194 -0.181 -0.408
H -4.51525 2.09320 -2.66465 0.007 -0.008 0.039
H -0.12919 -2.32104 3.35382 0.021 0.030 0.006
H -0.39182 -4.01454 2.96269 -0.013 0.017 -0.002
H 1.90186 -1.72463 -5.41296 -0.027 -0.004 0.035
H -4.28177 -1.63395 -2.83398 0.033 0.020 0.003
H -0.49952 -2.59376 0.92560 0.015 0.015 0.039
H -1.62806 -4.73509 0.90739 -0.016 0.012 0.018
H 2.84767 1.27221 3.70871 -0.091 -0.006 0.038
H -2.67733 -3.59032 0.07143 0.022 -0.017 0.023
H -0.71196 -1.84762 -4.84032 0.058 0.000 0.040
H 1.62677 4.96231 1.72445 -0.007 -0.016 -0.024
H 0.79164 1.48393 2.17518 0.125 0.164 0.075
H -1.68117 -3.08189 3.71201 0.021 -0.014 -0.004
H 5.07494 -2.39349 -1.83368 0.006 -0.049 -0.097
H -5.59988 -0.15741 -0.00065 0.031 0.002 0.015
H 4.09728 -0.81449 -5.08590 0.013 -0.018 0.012
H -3.36736 -1.75540 3.25407 0.000 -0.036 -0.012
H -2.06778 -1.68335 -2.59340 -0.111 0.092 -0.020
H -3.04315 -4.07455 1.73112 0.006 0.004 -0.025
H -0.43977 5.26343 -2.01749 0.008 -0.008 0.006
H -4.60254 -0.17309 -3.78153 -0.015 -0.008 0.047
H -5.65328 -0.61092 -2.43369 0.019 -0.015 -0.003
H 4.72164 -1.68915 -0.08362 0.199 0.230 0.649
H -2.77765 0.40358 -2.27185 0.208 -0.012 -0.079
```
Forces are in eV/Å.

=====

Record 3
Molecular formula: C40H40HgN2OP
Method: DFT, the ωB97M-V functional and the def2-TZVPD basis

Total charge = -1
E_HOMO = -3.1 eV
DFT total energy = -2227.6646 Ha
Multiplicity = 1
Gap between HOMO and LUMO = 5.42 eV

```
85
Properties=species:S:1:pos:R:3:forces:R:3
Hg 0.57044 0.10243 -0.38799 -0.754 0.268 -0.131
P -0.28142 -2.03456 2.18528 3.107 0.754 -3.127
O 1.21190 1.57220 -2.19318 2.124 1.114 -0.289
N 0.55816 -1.32914 1.08174 -0.321 -0.698 1.829
N 3.02271 2.54220 -3.10983 1.268 0.240 -1.164
C 2.01963 -2.12541 5.54547 -0.380 0.574 -0.060
C -0.02263 -0.50387 4.53302 -0.110 0.002 0.497
C 1.30277 3.06351 -5.35767 -0.269 -0.175 -0.294
C 1.18630 -5.55830 0.69134 -0.129 -0.169 0.311
C 0.66646 -6.45850 1.63248 -0.018 -0.293 0.097
C -1.88679 2.07518 0.85295 0.241 -0.147 0.640
C -2.89376 -1.21608 2.84619 -0.229 0.152 0.098
C -4.87979 -2.30470 2.01682 -0.189 -0.178 0.008
C -0.34863 -4.65776 2.86163 0.485 -0.708 -0.563
C 2.98726 1.59871 -4.23549 -0.243 0.048 0.301
C 2.47414 2.98549 -0.73528 0.663 0.626 -0.029
C -4.08958 -3.24442 1.34124 0.122 0.294 0.241
C -2.43856 0.20761 -1.97580 0.152 -0.286 -0.816
C -0.39249 2.16857 -6.83620 0.213 -0.175 0.205
C 1.88122 4.50949 1.18208 0.346 0.448 0.140
C -1.05972 -1.54443 -1.36972 -1.189 0.432 -1.076
C 0.94412 -4.18908 0.83767 -0.026 -0.347 0.151
C 0.53415 -0.20264 5.77518 0.343 -0.282 -0.095
C 0.34403 1.89445 1.37481 -0.393 0.462 -0.194
C 0.35668 -1.65654 3.84307 0.112 0.205 0.115
C 1.77323 1.78089 -5.10412 -0.253 0.040 -0.611
C -0.47417 -0.86317 -2.52664 -0.536 -0.253 0.390
C 1.16013 0.68570 -5.72426 0.210 0.172 0.102
C 1.45864 -2.39339 4.29730 -0.017 -0.104 0.426
C -1.36530 0.18886 -2.90545 -0.393 -0.231 0.480
C -2.08237 -2.14690 2.19228 -0.914 0.077 0.103
C 0.19186 2.94596 0.38927 -0.629 -1.158 0.378
C -1.18188 3.02142 0.06873 0.188 0.371 0.121
C 0.17736 -3.77149 1.92054 -0.774 -0.176 1.069
C 1.33127 3.82040 -0.07384 -0.478 -0.616 -0.012
C -0.97259 1.39729 1.68311 0.092 0.788 -0.528
C -0.10288 -6.01574 2.72277 0.157 -0.128 -0.137
C -4.28548 -1.27551 2.75211 0.032 -0.182 -0.048
C 2.19515 2.35875 -2.08244 -2.553 -1.403 1.437
C 0.21361 3.25486 -6.21640 0.392 0.167 0.241
C -2.28093 -0.85054 -1.05551 0.762 -0.702 -0.166
C 0.08182 0.87605 -6.58326 0.118 0.332 -0.024
C 0.80411 4.84701 -1.06996 0.159 0.148 -0.033
C 1.53493 -1.03349 6.28791 0.166 -0.176 0.388
C -2.70079 -3.13962 1.41450 -0.022 -0.203 -0.136
H -1.21494 0.62254 2.40754 0.185 0.410 -0.684
H -1.63753 3.71960 -0.64328 0.217 -0.451 0.220
H -2.96205 -1.09905 -0.22856 0.437 0.238 -0.508
H 0.27150 4.34805 -1.89476 0.139 0.198 0.253
H 3.90984 1.67762 -4.83586 -0.276 0.184 0.386
H 0.11683 5.53199 -0.55238 0.135 -0.174 -0.274
H -3.29709 0.88815 -2.00327 0.480 -0.173 0.065
H 1.78367 -5.92822 -0.15019 -0.259 0.129 0.351
H -1.22700 2.32523 -7.51231 0.059 -0.055 0.102
H -5.97303 -2.39463 1.98179 0.464 0.119 -0.040
H 3.36412 3.62374 -0.85615 -0.055 0.018 0.195
H 2.95165 0.60736 -3.79216 0.049 -0.245 -0.072
H 2.81502 -2.76413 5.93514 -0.156 0.305 -0.113
H 0.39271 -1.21990 -3.09826 -0.406 0.139 0.233
H 1.81078 3.90196 -4.88152 -0.309 -0.062 -0.121
H 1.26695 1.65935 1.91094 -0.328 0.053 -0.061
H -0.94940 -4.27930 3.68453 0.054 -0.068 -0.066
H -0.13017 4.27283 -6.39651 -0.043 -0.258 -0.025
H -2.95055 1.83578 0.80182 0.331 0.203 -0.080
H -2.44846 -0.40651 3.42674 -0.290 -0.403 -0.167
H 3.75891 3.24536 -3.11388 -0.487 -0.407 0.435
H -0.38760 0.03039 -7.07389 0.037 0.020 0.131
H 0.18414 0.67438 6.32965 0.231 -0.331 -0.203
H 1.88895 -3.17560 3.66889 -0.306 0.095 0.270
H 1.06407 4.94008 1.78088 0.131 -0.233 -0.299
H -2.08918 -3.84862 0.84327 -0.252 0.325 0.313
H 2.76399 2.15431 -0.06544 -0.166 0.315 -0.223
H 1.64469 5.42538 -1.47577 -0.133 0.090 -0.044
H -1.25506 0.83029 -3.78591 0.080 -0.105 0.524
H -4.89574 -0.51987 3.26573 0.264 -0.415 -0.279
H 1.95254 -0.83042 7.28547 -0.181 -0.079 -0.508
H 1.34176 -3.45521 0.13079 -0.273 -0.104 0.374
H 0.86302 -7.53540 1.52736 -0.081 0.521 -0.011
H -0.51259 -6.70924 3.46390 0.231 0.057 -0.370
H -4.54103 -4.05929 0.76129 0.154 0.466 0.233
H 1.56075 -0.31195 -5.52475 -0.298 0.232 -0.062
H -0.73585 0.19732 4.10953 0.111 -0.269 0.210
H 2.55233 5.33612 0.91774 0.144 -0.028 -0.013
H -0.72416 -2.51178 -0.97368 -0.073 0.739 -0.044
H 2.43088 3.81955 1.83911 -0.194 0.081 -0.263
```
Forces are in eV/Å.